Entry 1:
Here is a molecular structure, C26H33O5Pb in a non-equilibrium geometry from the Open Molecules 2025 dataset. Energies are from wB97M-V/def2-TZVPD.

Properties
charge = +1
frontier orbital gap = 5.533 eV
energy relative to the best compared isomer or geometry (same formula, charge and spin) = 401.5 kJ/mol
energy = -1579.00137 Ha
2S+1 = 1

Each line ends with the Löwdin charge.
Geometry (Å):
1 O -0.08010 0.04920 -2.22660  -0.237
2 C 0.91290 -0.49760 -3.14490  -0.085
3 C 0.41980 0.40930 -4.26390  -0.032
4 H 0.75710 -1.56310 -3.28010  0.140
5 H 1.92070 -0.33190 -2.77860  0.122
6 C -0.72510 0.82060 -3.32530  -0.499
7 H 0.11240 -0.08690 -5.17990  0.113
8 H 1.09610 1.22550 -4.50340  0.130
9 C -2.05270 0.19940 -3.68640  0.007
10 H -1.97830 -0.88550 -3.70520  0.104
11 H -2.35780 0.53700 -4.67670  0.108
12 H -2.83210 0.47620 -2.98240  0.081
13 C -0.83240 2.28420 -2.99590  0.007
14 H 0.14580 2.73510 -2.85740  0.087
15 H -1.40840 2.43620 -2.08630  0.079
16 H -1.33630 2.80640 -3.80860  0.112
17 Pb 0.00000 0.00000 0.00000  1.523
18 C 0.87240 1.54760 1.54690  -0.177
19 C 1.80080 0.49360 1.43100  -0.161
20 C 2.35000 0.55300 0.13050  -0.136
21 H 2.04740 -0.23240 2.18620  0.111
22 C 1.74960 1.62060 -0.54870  -0.159
23 C 0.81390 2.22930 0.31020  -0.162
24 H 0.18540 3.07210 0.07670  0.125
25 H 0.30330 1.78690 2.42690  0.118
26 H 3.05430 -0.14650 -0.27990  0.132
27 H 1.93340 1.89200 -1.57360  0.115
28 C -1.46770 -0.45880 1.85280  -0.152
29 C -1.92460 0.71650 1.21110  -0.163
30 C -2.32830 0.37730 -0.09060  -0.154
31 H -1.95190 1.70420 1.63660  0.130
32 C -2.12160 -1.01460 -0.25350  -0.139
33 C -1.60790 -1.52400 0.95300  -0.142
34 H -1.29060 -2.53660 1.11910  0.130
35 H -1.06020 -0.52250 2.84770  0.110
36 H -2.74590 1.05640 -0.81240  0.111
37 H -2.27330 -1.58300 -1.15340  0.125
38 O 0.70900 -1.66960 -7.41490  -0.163
39 C 0.25620 -0.55980 -8.19880  -0.221
40 C 0.41340 -0.96970 -9.65440  -0.167
41 H 0.86810 0.32020 -7.97070  0.114
42 H -0.77480 -0.33440 -7.92420  0.112
43 C 1.62270 -1.89410 -9.58510  -0.166
44 H 0.55560 -0.11880 -10.31790  0.115
45 H -0.46510 -1.51970 -9.99320  0.117
46 C 1.39280 -2.60270 -8.25950  -0.201
47 H 2.54370 -1.31120 -9.55170  0.115
48 H 1.69000 -2.58380 -10.42410  0.116
49 H 2.31780 -2.90720 -7.76860  0.117
50 H 0.77070 -3.49470 -8.39380  0.120
51 O 0.80540 -0.17290 3.91520  -0.009
52 C 0.81550 -1.47260 4.24420  -0.253
53 C 0.64650 -1.72270 5.62190  -0.020
54 C 0.68400 -3.00210 6.13580  -0.071
55 C 0.89710 -4.06780 5.28500  -0.072
56 C 1.06510 -3.85910 3.91460  -0.013
57 C 1.02670 -2.56920 3.30580  -0.015
58 C 1.27720 -2.62230 1.75750  -0.382
59 O 1.88140 -3.71950 1.35620  0.003
60 O 0.98550 -1.80750 0.71620  -0.199
61 H 0.68120 0.54900 4.55030  0.144
62 H 0.49430 -0.89850 6.31060  0.117
63 H 0.55930 -3.16090 7.19990  0.115
64 H 0.93420 -5.07010 5.69150  0.110
65 H 1.22240 -4.75460 3.33010  0.117

Cartesian forces, eV/Å:
O 0.150 -0.402 -0.410
C 0.396 -0.218 -0.237
C 0.002 -0.049 -0.071
H -0.096 -0.091 -0.051
H 0.115 0.097 0.062
C -0.414 0.358 -0.641
H 0.025 -0.103 0.001
H 0.039 0.027 0.031
C -0.021 -0.092 0.096
H 0.036 -0.101 -0.101
H 0.025 0.044 -0.002
H -0.125 0.049 0.079
C 0.111 0.030 0.092
H 0.118 0.063 0.000
H -0.155 0.054 0.068
H -0.017 -0.019 -0.027
Pb 1.033 -1.566 -1.032
C 0.790 0.633 1.168
C 1.451 1.006 0.949
C 0.863 -0.352 -0.083
H 0.014 0.357 -0.213
C 0.386 0.667 -0.930
C -0.039 1.213 -0.079
H 0.001 0.094 -0.002
H -0.050 -0.040 -0.027
H 0.189 -0.073 -0.011
H 0.052 0.079 -0.064
C -1.583 -0.161 1.102
C -1.054 0.054 1.386
C -0.480 1.205 -0.423
H -0.013 0.075 -0.006
C -0.072 -1.451 -0.570
C -1.262 -0.682 0.799
H -0.108 -0.071 -0.029
H -0.054 0.047 -0.141
H -0.094 0.017 -0.067
H -0.193 -0.054 -0.092
O -0.058 0.170 0.038
C 0.020 0.008 0.044
C -0.071 0.032 -0.071
H 0.055 -0.003 0.004
H -0.069 -0.028 0.000
C 0.070 0.010 0.005
H 0.004 0.022 0.009
H -0.035 -0.021 0.011
C 0.064 -0.229 -0.020
H 0.035 0.027 0.010
H -0.014 -0.018 0.008
H -0.009 0.030 0.015
H -0.021 0.067 0.034
O 0.076 1.349 -2.141
C 0.030 -1.442 1.268
C 0.076 -0.496 -0.504
C 0.008 0.180 -0.010
C 0.067 0.022 -0.610
C -0.206 0.364 0.503
C -0.315 0.854 0.319
C 2.583 -4.754 -2.410
O -2.598 4.770 2.104
O 0.182 -0.850 1.151
H 0.073 -1.216 0.566
H 0.034 0.144 -0.235
H -0.011 0.016 -0.041
H 0.019 -0.016 -0.172
H 0.045 0.365 -0.400

Entry 2:
Here is 8 unconnected molecules or ions with the total composition ClH14O7 in a non-equilibrium geometry from the Open Molecules 2025 dataset. Energies are from wB97M-V/def2-TZVPD.

Properties
charge = -1
frontier orbital gap = 9.739 eV
energy relative to the best compared isomer or geometry (same formula, charge and spin) = 58.5 kJ/mol
energy = -995.38975 Ha
2S+1 = 1

Each line ends with the Löwdin charge.
Geometry (Å):
1 Cl 0.51657 -0.22541 -0.27234  0.087
2 O -0.51095 0.49087 -3.13734  -0.102
3 H -0.69329 1.42786 -3.20815  0.019
4 H 0.04638 0.41268 -2.36306  -0.119
5 O 1.07539 3.11791 -0.24114  -0.084
6 H 1.34108 2.21354 -0.40779  -0.054
7 H 1.41138 3.60881 -0.99106  0.019
8 O -2.19482 1.89050 0.42609  -0.075
9 H -1.52496 1.98620 1.10311  0.011
10 H -1.79456 1.31795 -0.22830  -0.026
11 O -0.87778 -2.31475 1.76755  -0.083
12 H -0.03316 -2.76502 1.75709  0.015
13 H -0.72816 -1.51229 1.26766  -0.085
14 O -2.15444 -1.89785 -1.44111  -0.084
15 H -2.54040 -1.52677 -2.23456  0.016
16 H -1.55358 -1.22186 -1.12771  -0.083
17 O 0.66737 0.02132 2.79312  -0.108
18 H 0.56253 0.96784 2.69645  0.013
19 H 0.68456 -0.31112 1.89567  -0.137
20 O 3.13588 -2.01449 0.69108  -0.093
21 H 2.83105 -1.15972 0.38665  -0.048
22 H 2.33391 -2.50618 0.86810  0.003

Cartesian forces, eV/Å:
Cl 0.146 0.227 -0.224
O -0.406 0.073 -0.829
H -0.074 0.214 0.003
H 0.332 -0.298 0.746
O -0.021 0.496 0.142
H -0.111 -0.744 0.063
H 0.053 0.151 -0.136
O -0.592 0.322 0.056
H 0.259 -0.062 0.015
H 0.344 -0.274 -0.108
O -0.400 -0.606 0.405
H 0.121 -0.030 -0.028
H 0.011 0.286 -0.370
O -0.513 -0.476 -0.038
H 0.048 0.157 -0.196
H 0.534 0.245 0.158
O 0.105 0.109 1.102
H 0.061 0.165 -0.142
H 0.070 0.088 -0.564
O 0.668 -0.381 0.193
H -0.419 0.277 -0.163
H -0.217 0.060 -0.088

Entry 3:
Here is a molecular structure, C5H10O3Tb in a non-equilibrium geometry from the Open Molecules 2025 dataset. Energies are from wB97M-V/def2-TZVPD.

Properties
charge = +1
frontier orbital gap (alpha / beta) = 7.252 / 8.419 eV
energy relative to the best compared isomer or geometry (same formula, charge and spin) = 285.1 kJ/mol
energy = -1246.26242 Ha
2S+1 = 7
⟨S²⟩ = 12.64

Each line ends with the Löwdin charge.
Geometry (Å):
1 O 1.03242 1.09743 0.16464  -0.269
2 C 2.40161 0.88646 0.39819  -0.286
3 C 2.95361 -0.24055 -0.48868  -0.322
4 O 2.28698 -1.45530 -0.34331  -0.437
5 C -0.47292 0.63390 1.18842  -0.074
6 C -1.77710 0.47903 0.53321  -0.261
7 O -1.70638 -0.69440 -0.30599  -0.413
8 C -2.88688 -1.04235 -1.00370  -0.046
9 Tb 0.38971 -1.37410 0.24873  1.842
10 H 2.59681 0.66698 1.46676  0.128
11 H 2.95929 1.81182 0.16357  0.138
12 H 4.03644 -0.33910 -0.26126  0.133
13 H 2.88029 0.10546 -1.54439  0.127
14 H -0.51017 1.23043 2.11002  0.097
15 H -2.07968 1.35249 -0.07635  0.155
16 H -2.62854 -1.81587 -1.73318  0.105
17 H -3.62814 -1.44519 -0.29759  0.112
18 H -3.29775 -0.16796 -1.52904  0.113
19 H -2.54959 0.31082 1.30998  0.158

Cartesian forces, eV/Å:
O -3.997 -0.832 -0.536
C 0.834 -0.397 1.111
C 1.199 1.149 -0.742
O 0.308 0.229 0.085
C 2.574 -0.670 1.436
C -0.084 1.264 -0.975
O -0.207 0.026 -0.400
C -0.878 -0.119 -0.364
Tb -0.149 -0.050 0.799
H -0.023 -0.025 -0.227
H -0.358 -0.222 0.119
H -0.486 -0.025 -0.075
H 0.075 -0.213 0.474
H 0.537 0.002 -0.663
H -0.048 -0.400 -0.023
H -0.068 0.189 0.132
H 0.128 0.178 -0.226
H 0.131 -0.268 0.151
H 0.513 0.184 -0.076

Entry 4:
Here is 2 unconnected molecules or ions with the total composition CHBrN4 in a non-equilibrium geometry from the Open Molecules 2025 dataset. Energies are from wB97M-V/def2-TZVPD.

Properties
frontier orbital gap = 9.220 eV
energy relative to the best compared isomer or geometry (same formula, charge and spin) = 137.8 kJ/mol
energy = -2831.60179 Ha
2S+1 = 1

Each line ends with the Löwdin charge.
Geometry (Å):
1 C 0.47840 -1.09788 -1.73538  -0.050
2 N -0.34279 1.27191 1.89157  -0.468
3 N 0.38171 -0.32312 -0.95783  0.047
4 N -0.70672 0.26961 1.33891  -0.379
5 N -0.91541 -0.81036 1.08520  0.189
6 Br 0.44374 2.53308 0.84413  0.599
7 H 0.66106 -1.84323 -2.46658  0.062

Cartesian forces, eV/Å:
C 0.857 -4.231 -4.250
N -0.228 1.756 1.731
N -0.206 4.430 3.513
N 0.135 -3.449 -0.158
N -0.912 0.760 0.151
Br 0.488 0.915 -0.809
H -0.133 -0.182 -0.178

Entry 5:
Here is 6 unconnected molecules or ions with the total composition C13H26FN8O12S3 in a non-equilibrium geometry from the Open Molecules 2025 dataset. Energies are from wB97M-V/def2-TZVPD.

Properties
charge = +1
frontier orbital gap = 5.959 eV
energy = -3145.26181 Ha
2S+1 = 1

Each line ends with the Löwdin charge.
Geometry (Å):
1 C -3.80979 -1.09901 0.40397  0.226
2 C -3.02169 -0.71759 -0.39636  -0.130
3 N -1.96208 -0.25478 -1.12124  0.150
4 C -1.92429 0.93732 -1.61701  -0.479
5 N -2.97577 1.84047 -1.49399  -0.290
6 S -4.14593 1.23841 -2.72671  0.919
7 C -2.47382 3.19179 -1.98780  -0.167
8 C -0.95609 2.93888 -1.89141  -0.670
9 S -0.68040 2.87662 -0.03630  0.902
10 C -0.02095 4.01599 -2.44091  -0.194
11 C 0.04715 4.08854 -3.95243  -0.119
12 C -0.71130 3.34012 -4.84055  0.010
13 N -0.86305 1.53375 -2.34955  -0.040
14 S 0.62450 0.74315 -2.18444  0.603
15 O 0.49165 -0.43873 -2.94473  -0.203
16 O 1.71144 1.52849 -2.58806  -0.165
17 F 0.81229 0.25161 -0.69993  -0.151
18 H -4.55174 -1.27665 1.14931  0.073
19 H -1.19445 -0.90991 -1.25274  0.156
20 H -3.34222 0.42131 -3.46570  -0.074
21 H -2.89899 3.35865 -2.97306  0.085
22 H -2.70414 3.94103 -1.23306  0.121
23 H -0.13427 4.08426 0.22753  -0.070
24 H 0.97050 3.85123 -2.01170  0.107
25 H -0.35919 4.97957 -2.01655  0.132
26 H 0.77245 4.78568 -4.38968  0.114
27 H -0.28558 2.49646 -5.38697  0.069
28 H -1.75864 3.58235 -5.06028  0.069
29 C 0.69865 -1.29739 1.63938  0.026
30 N 0.61752 -1.91430 2.98935  -0.411
31 O 1.61102 -2.44341 3.42605  0.096
32 O -0.45462 -1.83484 3.55288  0.061
33 H 1.70096 -1.43738 1.24782  0.101
34 H -0.03560 -1.79595 1.01035  0.077
35 H 0.47360 -0.24018 1.74974  0.094
36 C 1.79171 -3.85014 6.17966  0.033
37 N 2.88468 -4.39288 7.03166  -0.456
38 O 2.70296 -5.46640 7.56343  0.072
39 O 3.88507 -3.71528 7.13088  0.064
40 H 0.96747 -4.55504 6.18299  0.096
41 H 1.48947 -2.89713 6.60432  0.098
42 H 2.18749 -3.72460 5.18132  0.067
43 C 1.03829 -4.16450 -1.18560  0.049
44 N 0.96212 -4.77388 0.17225  -0.452
45 O 1.95926 -5.30022 0.59847  0.101
46 O -0.10721 -4.69432 0.75189  0.046
47 H 2.03946 -4.31020 -1.57509  0.101
48 H 0.30288 -4.66395 -1.81008  0.105
49 H 0.81340 -3.10588 -1.08411  0.068
50 C -2.38588 -1.24193 5.88773  0.043
51 N -3.11666 0.05360 5.94751  -0.454
52 O -3.15676 0.72133 4.92977  0.044
53 O -3.62118 0.35357 7.00311  0.080
54 H -1.99501 -1.36389 4.88503  0.047
55 H -1.58213 -1.20037 6.61720  0.104
56 H -3.09435 -2.02872 6.13182  0.105
57 C 4.07276 2.91112 -5.03965  0.046
58 N 3.50574 2.77465 -6.40808  -0.450
59 O 2.33250 3.06351 -6.55781  0.048
60 O 4.25108 2.38504 -7.27344  0.090
61 H 3.28920 3.26574 -4.37912  0.071
62 H 4.42579 1.93115 -4.73172  0.103
63 H 4.89077 3.62401 -5.08958  0.104

Cartesian forces, eV/Å:
C -0.652 0.182 0.499
C 0.608 0.262 -0.085
N 0.049 -1.191 0.104
C -0.464 2.243 -0.939
N 0.207 -0.746 -2.043
S -0.859 -0.529 0.457
C 0.803 -0.989 0.739
C -0.207 2.105 1.117
S 0.487 -0.091 0.459
C -1.635 1.270 -0.702
C 0.077 -0.365 -0.457
C -0.212 0.132 0.424
N 0.446 -0.945 2.553
S 1.759 -1.494 -2.680
O -1.381 -1.186 0.595
O 0.045 1.782 1.142
F -0.510 0.798 -0.377
H -0.022 -0.322 -0.072
H 0.029 0.138 -0.288
H 0.011 0.492 0.190
H 0.334 0.297 0.006
H -0.377 0.074 -0.356
H -0.136 -0.186 -0.435
H 0.080 0.002 -0.517
H -0.037 -0.306 0.265
H 1.452 -1.510 0.388
H 0.580 1.549 -1.676
H -0.472 -1.387 1.547
C 0.201 0.050 -0.166
N 0.008 -0.046 -0.146
O -0.044 0.081 -0.093
O 0.137 -0.073 -0.092
H 0.027 -0.053 0.119
H -0.104 -0.014 0.142
H -0.111 -0.041 0.057
C -0.171 -0.179 0.065
N -0.142 -0.036 0.026
O 0.055 -0.036 0.034
O 0.053 0.034 -0.001
H 0.060 -0.040 0.059
H 0.120 0.052 -0.073
H 0.067 0.096 0.053
C 0.114 -0.074 -0.168
N 0.021 -0.003 -0.080
O 0.013 -0.047 0.134
O 0.045 0.192 -0.033
H 0.001 -0.020 0.067
H -0.066 0.072 0.048
H -0.072 -0.029 -0.015
C 0.034 -0.081 -0.253
N 0.069 -0.111 -0.022
O -0.039 0.048 -0.028
O -0.048 0.086 0.021
H -0.113 0.065 0.190
H -0.094 -0.017 0.083
H 0.020 0.050 0.148
C -0.066 0.082 0.230
N -0.053 0.046 0.100
O -0.065 -0.023 -0.010
O -0.006 -0.020 -0.060
H -0.029 -0.017 -0.060
H 0.106 0.031 -0.073
H 0.068 -0.106 -0.061

Entry 6:
Here is C2H2INOS2 in the gas phase in a non-equilibrium geometry from the Open Molecules 2025 dataset. Energies are from wB97M-V/def2-TZVPD.

Properties
frontier orbital gap = 7.717 eV
energy relative to the best compared isomer or geometry (same formula, charge and spin) = 18.0 kJ/mol
energy = -1301.39244 Ha
2S+1 = 1

Each line ends with the Löwdin charge.
Geometry (Å):
1 C 0.49492 -0.90942 -0.08560  -0.600
2 C -1.46551 0.43661 0.01038  -0.662
3 N -0.74368 -0.71775 -0.21234  -0.003
4 O -1.58174 1.46049 -0.91696  -0.389
5 S -0.68493 2.01467 0.39343  0.844
6 S 1.68943 0.23937 0.43821  0.225
7 I 3.78165 -0.83098 0.06934  0.411
8 H 0.88130 -1.90199 -0.27153  0.053
9 H -2.37145 0.20902 0.57508  0.120

Cartesian forces, eV/Å:
C -0.119 -0.128 -0.095
C -0.307 0.343 1.153
N -0.042 -0.753 -0.755
O -0.239 -0.851 -1.062
S 0.238 0.641 0.983
S 0.330 1.035 0.128
I -0.002 -0.431 0.032
H 0.097 -0.197 -0.188
H 0.045 0.341 -0.198